a:
{
  "formula": "H8O4",
  "method": "ωB97M-V/def2-TZVPD",
  "species": ["O", "H", "H", "O", "H", "H", "O", "H", "H", "O", "H", "H"],
  "positions_angstrom": [[1.654, -0.352, -1.420], [0.795, -0.689, -1.127], [1.905, -0.742, -2.247], [1.044, 1.504, 1.142], [1.794, 1.495, 1.760], [1.435, 1.285, 0.285], [-1.100, -1.193, -1.191], [-2.053, -1.185, -1.303], [-0.894, -1.230, -0.246], [-1.385, 0.051, 1.236], [-2.236, 0.168, 1.682], [-0.958, 0.889, 1.429]],
  "nbo_charge": [-0.98, 0.50, 0.48, -0.97, 0.48, 0.50, -0.98, 0.48, 0.50, -0.97, 0.47, 0.50],
  "smiles": "O.O.O.O",
  "gap_ev": 11.8662,
  "lumo_energy_ev": 0.78,
  "homo_ev": -11.089
}

***

b:
{
  "formula": "H8O4",
  "method": "ωB97M-V/def2-TZVPD",
  "species": ["O", "H", "H", "O", "H", "H", "O", "H", "H", "O", "H", "H"],
  "positions_angstrom": [[-2.081, -0.440, -1.211], [-1.745, -0.425, -0.334], [-2.339, -1.316, -1.434], [0.386, 1.002, -1.108], [-0.586, 0.862, -1.031], [0.515, 0.947, -2.148], [-0.446, -0.543, 1.555], [-0.504, -0.555, 2.482], [0.428, -0.129, 1.223], [2.121, -0.030, 0.822], [2.535, 0.785, 0.879], [1.863, -0.081, -0.105]],
  "nbo_charge": [-0.97, 0.49, 0.48, -0.98, 0.50, 0.48, -1.02, 0.47, 0.51, -0.94, 0.47, 0.50],
  "smiles": "O.O.O.O",
  "gap_ev": 11.7476,
  "lumo_energy_ev": 0.74,
  "homo_ev": -11.011
}

***

c:
{
  "formula": "H8O4",
  "method": "ωB97M-V/def2-TZVPD",
  "species": ["O", "H", "H", "O", "H", "H", "O", "H", "H", "O", "H", "H"],
  "positions_angstrom": [[-1.470, 0.395, 0.420], [-2.379, 0.339, 0.084], [-1.422, 1.292, 0.646], [0.613, -1.152, 1.243], [-0.058, -0.475, 1.036], [0.115, -1.832, 1.582], [-1.197, 0.546, -2.195], [-1.417, 1.449, -2.347], [-1.259, 0.444, -1.251], [2.786, -0.396, -0.117], [3.433, 0.136, 0.306], [2.255, -0.747, 0.592]],
  "nbo_charge": [-0.93, 0.50, 0.48, -0.96, 0.49, 0.47, -0.95, 0.45, 0.46, -0.96, 0.45, 0.49],
  "smiles": "O.O.O.O",
  "gap_ev": 10.5743,
  "lumo_energy_ev": 0.05,
  "homo_ev": -10.521
}

***

Stability summary: most stable a, least stable c.

***

a:
{
  "formula": "H8O4",
  "method": "ωB97M-V/def2-TZVPD",
  "species": ["O", "H", "H", "O", "H", "H", "O", "H", "H", "O", "H", "H"],
  "positions_angstrom": [[2.305, 0.203, 2.278], [2.131, 0.033, 1.352], [1.447, 0.406, 2.650], [1.104, -0.603, 0.004], [0.709, -0.286, -0.809], [1.817, -1.173, -0.282], [-1.178, 0.098, 1.160], [-0.367, 0.021, 0.657], [-1.817, 0.437, 0.533], [-2.215, -0.028, -2.354], [-2.655, 0.713, -2.771], [-1.283, 0.179, -2.419]],
  "nbo_charge": [-0.96, 0.47, 0.47, -0.95, 0.48, 0.50, -0.95, 0.47, 0.47, -0.93, 0.47, 0.46],
  "smiles": "O.O.O.O",
  "gap_ev": 10.7363,
  "lumo_energy_ev": -0.15,
  "homo_ev": -10.882
}

***

b:
{
  "formula": "H8O4",
  "method": "ωB97M-V/def2-TZVPD",
  "species": ["O", "H", "H", "O", "H", "H", "O", "H", "H", "O", "H", "H"],
  "positions_angstrom": [[-0.231, -0.802, 0.378], [0.361, 0.027, 0.192], [-0.285, -0.930, 1.331], [3.437, 1.789, -0.015], [3.029, 1.235, -0.631], [3.167, 1.558, 0.857], [-5.196, 0.717, -0.025], [-5.467, 0.634, -0.904], [-4.265, 0.483, 0.016], [1.812, -1.260, -0.241], [1.042, -1.828, -0.438], [2.596, -1.620, -0.519]],
  "nbo_charge": [-0.97, 0.50, 0.48, -0.94, 0.47, 0.47, -0.94, 0.47, 0.47, -0.98, 0.51, 0.46],
  "smiles": "O.O.O.O",
  "gap_ev": 11.7137,
  "lumo_energy_ev": 0.47,
  "homo_ev": -11.241
}

***

Stability summary: most stable a, least stable b.

***

a:
{
  "formula": "H8O4",
  "method": "ωB97M-V/def2-TZVPD",
  "species": ["O", "H", "H", "O", "H", "H", "O", "H", "H", "O", "H", "H"],
  "positions_angstrom": [[-1.385, 0.213, 3.853], [-1.561, 0.852, 4.540], [-1.968, -0.548, 3.784], [-0.144, 0.435, 1.248], [-0.917, 0.032, 1.582], [-0.012, 1.192, 1.821], [1.803, -0.172, -4.587], [1.126, -0.842, -4.557], [1.713, 0.366, -3.804], [0.428, -0.442, -1.655], [0.919, -1.166, -1.268], [-0.002, 0.081, -0.957]],
  "nbo_charge": [-0.98, 0.49, 0.49, -0.95, 0.48, 0.48, -0.95, 0.47, 0.48, -0.98, 0.48, 0.50],
  "smiles": "O.O.O.O",
  "gap_ev": 11.1591,
  "lumo_energy_ev": 0.32,
  "homo_ev": -10.836
}

***

b:
{
  "formula": "H8O4",
  "method": "ωB97M-V/def2-TZVPD",
  "species": ["O", "H", "H", "O", "H", "H", "O", "H", "H", "O", "H", "H"],
  "positions_angstrom": [[0.903, -0.418, -0.002], [1.719, 0.083, 0.108], [0.282, 0.223, -0.366], [-3.505, -2.435, 0.038], [-3.000, -2.466, -0.782], [-4.185, -3.108, -0.080], [-2.356, 3.002, -0.156], [-3.038, 2.347, 0.031], [-2.422, 3.625, 0.576], [5.265, -0.254, -0.178], [4.885, -0.997, 0.305], [5.451, 0.400, 0.505]],
  "nbo_charge": [-0.94, 0.47, 0.47, -0.94, 0.47, 0.47, -0.94, 0.47, 0.47, -0.94, 0.47, 0.47],
  "smiles": "O.O.O.O",
  "gap_ev": 12.0761,
  "lumo_energy_ev": 0.68,
  "homo_ev": -11.401
}

***

Stability summary: most stable a, least stable b.

***

a:
{
  "formula": "H8O4",
  "method": "ωB97M-V/def2-TZVPD",
  "species": ["O", "H", "H", "O", "H", "H", "O", "H", "H", "O", "H", "H"],
  "positions_angstrom": [[36.367, 14.145, 20.676], [37.085, 13.643, 20.337], [36.402, 15.164, 20.583], [33.874, 14.703, 19.143], [33.173, 15.302, 19.698], [34.655, 14.723, 19.671], [37.120, 13.089, 23.036], [36.845, 13.285, 23.975], [36.688, 13.591, 22.339], [38.665, 12.642, 19.638], [39.595, 12.840, 19.946], [38.633, 11.764, 19.112]],
  "nbo_charge": [-0.99, 0.52, 0.49, -0.94, 0.46, 0.47, -1.00, 0.47, 0.50, -0.98, 0.49, 0.50],
  "smiles": "O.O.O.O",
  "gap_ev": 11.1772,
  "lumo_energy_ev": 0.49,
  "homo_ev": -10.689
}

***

b:
{
  "formula": "H8O4",
  "method": "ωB97M-V/def2-TZVPD",
  "species": ["O", "H", "H", "O", "H", "H", "O", "H", "H", "O", "H", "H"],
  "positions_angstrom": [[-1.736, -1.555, -2.012], [-2.131, -1.754, -2.869], [-0.836, -1.280, -2.225], [2.522, 2.101, 1.579], [2.142, 1.241, 1.356], [2.379, 2.196, 2.526], [-0.045, 1.177, 0.400], [-0.658, 0.911, -0.296], [-0.024, 2.140, 0.377], [-0.231, -1.947, 0.506], [-0.379, -1.008, 0.669], [-1.002, -2.221, -0.010]],
  "nbo_charge": [-0.96, 0.48, 0.48, -0.95, 0.48, 0.47, -0.96, 0.47, 0.49, -0.95, 0.47, 0.48],
  "smiles": "O.O.O.O",
  "gap_ev": 11.5100,
  "lumo_energy_ev": 0.40,
  "homo_ev": -11.112
}

***

Stability summary: most stable b, least stable a.

***

a:
{
  "formula": "H8O4",
  "method": "ωB97M-V/def2-TZVPD",
  "species": ["O", "H", "H", "O", "H", "H", "O", "H", "H", "O", "H", "H"],
  "positions_angstrom": [[0.609, 0.112, 0.942], [-0.138, 0.476, 1.537], [0.351, 0.345, 0.082], [-0.463, 0.041, -1.718], [0.405, 0.077, -2.077], [-0.806, 0.879, -1.817], [-2.396, 0.443, 1.347], [-2.500, 1.255, 1.687], [-2.466, 0.344, 0.441], [2.624, -1.491, 0.043], [2.499, -1.754, -0.756], [2.281, -0.727, 0.288]],
  "nbo_charge": [-0.98, 0.49, 0.47, -0.93, 0.47, 0.47, -0.94, 0.47, 0.48, -0.93, 0.45, 0.48],
  "smiles": "O.O.O.O",
  "gap_ev": 11.0810,
  "lumo_energy_ev": 0.20,
  "homo_ev": -10.878
}

***

b:
{
  "formula": "H8O4",
  "method": "ωB97M-V/def2-TZVPD",
  "species": ["O", "H", "H", "O", "H", "H", "O", "H", "H", "O", "H", "H"],
  "positions_angstrom": [[-0.192, -1.020, -2.524], [0.233, -0.161, -2.615], [-1.125, -0.915, -2.746], [1.803, -1.228, 0.051], [1.773, -1.747, 0.873], [2.748, -1.267, -0.144], [-1.651, 2.606, 0.914], [-1.092, 1.822, 0.819], [-1.813, 2.624, 1.863], [-0.332, -0.090, 1.501], [-0.889, -0.629, 0.934], [0.537, 0.005, 1.076]],
  "nbo_charge": [-0.94, 0.47, 0.47, -0.94, 0.47, 0.48, -0.96, 0.48, 0.47, -0.98, 0.48, 0.50],
  "smiles": "O.O.O.O",
  "gap_ev": 11.4069,
  "lumo_energy_ev": 0.47,
  "homo_ev": -10.938
}

***

Stability summary: most stable b, least stable a.

***

a:
{
  "formula": "H8O4",
  "method": "ωB97M-V/def2-TZVPD",
  "species": ["O", "H", "H", "O", "H", "H", "O", "H", "H", "O", "H", "H"],
  "positions_angstrom": [[-1.003, 0.588, -2.486], [-1.046, 0.016, -3.264], [-1.029, -0.012, -1.770], [-1.081, 1.001, 1.774], [-1.914, 1.286, 1.401], [-1.020, 0.061, 1.630], [0.844, 0.468, -0.305], [0.564, 0.728, -1.174], [0.461, 1.063, 0.379], [1.754, -1.609, 1.647], [1.529, -1.098, 0.864], [1.935, -2.486, 1.303]],
  "nbo_charge": [-0.94, 0.48, 0.47, -0.95, 0.47, 0.48, -1.01, 0.49, 0.51, -0.96, 0.49, 0.46],
  "smiles": "O.O.O.O",
  "gap_ev": 11.4970,
  "lumo_energy_ev": 0.42,
  "homo_ev": -11.081
}

***

b:
{
  "formula": "H8O4",
  "method": "ωB97M-V/def2-TZVPD",
  "species": ["O", "H", "H", "O", "H", "H", "O", "H", "H", "O", "H", "H"],
  "positions_angstrom": [[0.376, 1.422, 0.247], [0.134, 0.498, 0.117], [1.336, 1.404, 0.324], [-2.465, -0.318, 0.523], [-2.216, 0.606, 0.637], [-2.603, -0.636, 1.422], [1.674, -2.036, 1.105], [0.979, -1.686, 0.535], [1.657, -2.986, 0.939], [0.334, 1.595, -2.126], [1.082, 0.991, -2.181], [-0.287, 1.147, -1.541]],
  "nbo_charge": [-0.93, 0.45, 0.48, -0.95, 0.48, 0.47, -0.93, 0.46, 0.47, -0.92, 0.45, 0.46],
  "smiles": "O.O.O.O",
  "gap_ev": 10.6160,
  "lumo_energy_ev": 0.18,
  "homo_ev": -10.432
}

***

Stability summary: most stable a, least stable b.